Entry 1:
Below is a single C19H22N2O4S molecule, with properties calculated with the ωB97M-V functional and the def2-TZVPD basis.

SMILES = COCCCNC(=O)c1ccc([C@@H]2SCC(=O)N2Cc2ccco2)cc1
HOMO-LUMO gap = 0.332 hartree
E_HOMO = -8.543 eV
Relative energy (zero: lowest compared OMol25 entry of this formula, charge and spin) = 32.6 kcal/mol
Energy = -42065.647 eV

```
! RIJCOSX wB97M-V def2-TZVPD def2/J DEFGRID3
* xyz 0 1
C 5.702 0.049 1.769
O 5.927 -0.407 0.457
C 5.059 -1.441 0.046
C 4.779 -1.272 -1.446
C 3.901 -0.042 -1.695
N 2.534 -0.254 -1.276
C 2.015 0.262 -0.139
O 2.630 0.997 0.610
C 0.599 -0.134 0.134
C -0.347 -0.259 -0.879
C -1.660 -0.552 -0.569
C -2.051 -0.727 0.754
C -3.488 -1.000 1.094
S -3.955 -2.733 0.652
C -4.878 -2.189 -0.804
C -5.092 -0.691 -0.676
O -5.804 -0.053 -1.416
N -4.412 -0.175 0.370
C -4.492 1.243 0.686
C -3.267 1.987 0.269
C -2.881 2.474 -0.945
C -1.590 3.024 -0.756
C -1.289 2.830 0.556
O -2.297 2.204 1.185
C -1.102 -0.621 1.763
C 0.208 -0.316 1.456
H 5.841 -0.755 2.503
H 4.692 0.463 1.871
H 6.436 0.832 1.950
H 5.524 -2.420 0.242
H 4.116 -1.395 0.606
H 4.292 -2.169 -1.834
H 5.731 -1.138 -1.959
H 4.291 0.797 -1.115
H 3.907 0.217 -2.758
H 2.003 -0.945 -1.782
H -0.072 -0.086 -1.909
H -2.393 -0.619 -1.360
H -3.649 -0.895 2.174
H -5.838 -2.702 -0.838
H -4.326 -2.419 -1.718
H -4.640 1.354 1.764
H -5.362 1.621 0.143
H -3.449 2.444 -1.852
H -0.976 3.498 -1.494
H -0.423 3.075 1.137
H -1.399 -0.757 2.793
H 0.945 -0.200 2.236
*
```

natural (NBO) atomic charge list, values in e, 8 entries: number 1, C, carries -0.25; number 2, O, carries -0.55; number 3, C, carries -0.06; number 4, C, carries -0.42; number 5, C, carries -0.23; number 6, N, carries -0.61; number 7, C, carries 0.67; number 8, O, carries -0.63



Entry 2:
Below is a single C19H22N2O4S molecule, with properties calculated with the ωB97M-V functional and the def2-TZVPD basis.

SMILES = COc1cccc(NC(=O)C2CCN(S(=O)(=O)c3ccccc3)CC2)c1
HOMO-LUMO gap = 0.302 hartree
E_HOMO = -7.895 eV
Relative energy (zero: lowest compared OMol25 entry of this formula, charge and spin) = 33.6 kcal/mol
Energy = -42065.599 eV

```
! RIJCOSX wB97M-V def2-TZVPD def2/J DEFGRID3
* xyz 0 1
C 1.974 3.735 -0.356
O 3.290 3.316 -0.069
C 3.531 1.981 0.027
C 4.837 1.605 0.353
C 5.156 0.270 0.487
C 4.203 -0.719 0.304
C 2.908 -0.346 -0.025
N 1.867 -1.258 -0.233
C 1.800 -2.571 0.078
O 2.706 -3.241 0.528
C 0.418 -3.198 -0.179
C -0.241 -2.766 -1.503
C -1.329 -1.703 -1.282
N -0.930 -0.825 -0.209
S -1.369 0.779 -0.289
O -0.672 1.450 0.768
O -1.131 1.196 -1.639
C -3.122 0.789 0.054
C -4.014 0.582 -0.980
C -5.369 0.516 -0.697
C -5.808 0.648 0.611
C -4.903 0.858 1.639
C -3.547 0.928 1.361
C -0.916 -1.437 1.105
C -0.517 -2.916 1.006
C 2.573 1.000 -0.173
H 1.257 3.355 0.378
H 1.998 4.823 -0.315
H 1.660 3.416 -1.355
H 5.574 2.378 0.501
H 6.167 -0.011 0.741
H 4.450 -1.760 0.422
H 0.995 -0.819 -0.511
H 0.603 -4.277 -0.201
H 0.523 -2.377 -2.178
H -0.697 -3.631 -1.987
H -2.294 -2.178 -1.054
H -1.446 -1.085 -2.172
H -3.639 0.498 -1.988
H -6.079 0.362 -1.495
H -6.864 0.594 0.829
H -5.251 0.969 2.655
H -2.814 1.109 2.131
H -1.906 -1.357 1.580
H -0.203 -0.872 1.710
H -1.414 -3.526 0.882
H -0.033 -3.221 1.934
H 1.555 1.256 -0.422
*
```

natural (NBO) atomic charge list, values in e, 8 entries: number 1, C, carries -0.26; number 2, O, carries -0.49; number 3, C, carries 0.32; number 4, C, carries -0.28; number 5, C, carries -0.17; number 6, C, carries -0.28; number 7, C, carries 0.16; number 8, N, carries -0.64



Entry 3:
Below is a single C19H22N2O4S molecule, with properties calculated with the ωB97M-V functional and the def2-TZVPD basis.

SMILES = COc1ccc(S(=O)(=O)Nc2ccccc2C(=O)N2CCCC2)cc1C
HOMO-LUMO gap = 0.272 hartree
E_HOMO = -7.415 eV
Relative energy (zero: lowest compared OMol25 entry of this formula, charge and spin) = 427.4 kcal/mol
Energy = -42048.523 eV

```
! RIJCOSX wB97M-V def2-TZVPD def2/J DEFGRID3
* xyz 0 1
C 1.771 5.460 2.588
O 2.697 4.394 2.127
C 2.192 3.315 1.783
C 0.726 3.162 1.560
C 0.506 1.809 1.262
C 1.483 0.839 1.137
S 1.021 -0.668 0.172
O 2.124 -1.729 0.591
O -0.409 -1.118 0.835
N 0.949 -0.397 -1.286
C 0.554 -1.609 -2.248
C 1.542 -2.514 -2.474
C 1.067 -3.468 -3.326
C -0.122 -3.801 -3.407
C -1.124 -2.946 -3.049
C -0.734 -1.848 -2.159
C -1.691 -0.729 -1.953
O -1.687 0.341 -1.861
N -2.986 -1.279 -0.934
C -2.781 -2.750 -0.575
C -3.346 -2.452 1.103
C -4.399 -1.211 0.708
C -3.679 -0.487 -0.278
C 2.867 1.197 1.004
C 3.281 2.447 1.491
C 4.621 2.707 1.767
H 2.290 6.291 2.810
H 1.086 5.788 1.699
H 0.910 5.189 3.376
H 0.002 3.676 1.759
H -0.396 1.609 0.963
H 0.174 0.411 -1.398
H 2.532 -2.202 -2.259
H 1.961 -4.333 -3.420
H -0.687 -4.738 -3.998
H -2.098 -3.058 -3.170
H -1.859 -3.330 -0.300
H -3.568 -3.294 -1.029
H -2.570 -2.175 1.624
H -3.733 -3.366 1.316
H -4.423 -0.903 1.630
H -5.355 -1.627 0.248
H -4.501 0.119 -0.898
H -3.119 0.387 0.241
H 3.647 0.275 0.875
H 5.144 3.551 1.143
H 5.448 1.987 1.415
H 4.672 3.077 2.797
*
```

natural (NBO) atomic charge list, values in e, 8 entries: number 1, C, carries -0.27; number 2, O, carries -0.46; number 3, C, carries 0.41; number 4, C, carries -0.31; number 5, C, carries -0.13; number 6, C, carries -0.32; number 7, S, carries 2.14; number 8, O, carries -0.93